(1)
Formula: C19H28IO2Pm
Source: the OMol25 dataset
Level of theory: ωB97M-V with the def2-TZVPD basis set

Atoms and positions in Å:
1 O -2.829 0.831 -1.940
2 C -3.098 0.008 -3.137
3 C -4.006 1.037 -3.779
4 H -3.584 -0.934 -2.847
5 H -2.189 -0.190 -3.727
6 C -3.621 1.902 -2.558
7 H -5.054 0.739 -3.791
8 H -3.633 1.427 -4.724
9 C -4.809 2.268 -1.695
10 H -5.375 1.373 -1.415
11 H -5.458 2.962 -2.249
12 H -4.461 2.759 -0.781
13 C -2.791 3.114 -2.956
14 H -1.942 2.835 -3.594
15 H -2.417 3.629 -2.064
16 H -3.436 3.808 -3.517
17 Pm 2.172 -1.224 2.013
18 C 4.753 -0.608 1.982
19 C 4.699 -1.931 1.461
20 C 4.073 -1.876 0.181
21 H 5.054 -2.830 1.962
22 C 3.731 -0.516 -0.087
23 C 4.142 0.267 1.036
24 H 4.016 1.344 1.144
25 H 5.189 -0.322 2.940
26 H 3.874 -2.728 -0.469
27 H 3.289 -0.141 -1.010
28 C 2.603 -0.740 4.559
29 C 2.504 0.534 3.925
30 C 1.141 0.736 3.545
31 H 3.322 1.229 3.750
32 C 0.405 -0.429 3.920
33 C 1.308 -1.338 4.550
34 H 1.056 -2.321 4.944
35 H 3.510 -1.189 4.969
36 H 0.727 1.645 3.106
37 H -0.662 -0.591 3.771
38 O 0.370 -1.198 0.505
39 C 0.191 0.194 0.066
40 C -0.350 0.097 -1.337
41 H 1.154 0.737 0.106
42 H -0.503 0.668 0.770
43 C -1.016 -1.300 -1.413
44 H 0.463 0.175 -2.067
45 H -1.041 0.911 -1.509
46 C -0.185 -2.155 -0.482
47 H -1.069 -1.699 -2.428
48 H -2.042 -1.263 -1.012
49 H 0.664 -2.649 -0.975
50 H -0.739 -2.906 0.088
51 I 1.897 -4.154 2.271

Calculated values
- HOMO level (alpha / beta): -7.685 / -7.766 eV
- Gap between HOMO and LUMO (alpha / beta): 0.291 / 0.294 Ha
- Charge: 0
- E_LUMO (alpha / beta): 0.0083 / 0.0083 Ha
- Multiplicity: 5

Atomic partial charges in e from the Löwdin method, atoms 1 to 8: O -0.152; C -0.161; C -0.076; H 0.124; H 0.121; C -0.567; H 0.116; H 0.114

=====

(2)
Formula: C19H28N2O3S
Source: the OMol25 dataset
Level of theory: ωB97M-V with the def2-TZVPD basis set

Atoms and positions in Å:
1 C 5.953 0.544 -1.731
2 C 5.093 0.073 -0.767
3 C 3.734 0.376 -0.927
4 C 2.743 -0.168 0.054
5 C 3.169 -0.951 1.080
6 C 4.458 -1.051 1.416
7 C 5.308 -0.671 0.556
8 H 6.436 -0.687 0.396
9 H 4.839 -1.431 2.154
10 C 2.220 -1.283 2.269
11 H 1.329 -1.628 1.843
12 H 2.585 -1.738 2.929
13 H 1.747 -0.554 2.643
14 N 1.316 0.187 -0.032
15 S 0.701 1.479 0.446
16 O -0.793 1.342 0.748
17 O 1.435 1.608 1.847
18 C 1.076 2.765 -0.523
19 H 0.811 2.672 -1.638
20 H 0.632 3.774 -0.111
21 H 2.144 2.907 -0.723
22 C 0.469 -0.389 -1.033
23 H 1.276 -0.659 -1.925
24 H -0.195 0.294 -1.400
25 C -0.206 -1.561 -0.989
26 O -0.003 -2.783 -1.307
27 N -0.979 -1.664 0.308
28 H -1.061 -0.348 0.555
29 C -2.054 -2.456 0.904
30 H -1.539 -3.465 0.726
31 C -3.288 -2.171 -0.032
32 C -3.731 -0.862 -0.235
33 C -3.590 -0.160 -1.249
34 C -3.966 1.121 -1.483
35 C -4.013 1.917 -0.120
36 C -4.776 1.384 0.903
37 C -4.090 -0.135 0.985
38 H -4.771 -0.778 2.005
39 H -3.244 0.102 1.778
40 H -5.919 1.118 0.531
41 H -4.874 1.665 1.953
42 H -4.532 3.058 -0.017
43 H -3.061 2.031 0.292
44 H -3.250 1.561 -2.096
45 H -5.020 1.396 -2.035
46 H -3.160 -0.802 -2.171
47 H -3.988 -2.961 0.583
48 H -3.031 -2.857 -0.937
49 H -2.102 -2.141 1.753
50 H 3.062 0.835 -1.740
51 H 6.490 1.456 -1.508
52 H 6.641 -0.199 -2.101
53 H 5.569 0.886 -2.827

Calculated values
- HOMO level: -8.315 eV
- Gap between HOMO and LUMO: 0.311 Ha
- Charge: 0
- E_LUMO: 0.0049 Ha
- Multiplicity: 1

Atomic partial charges in e from the Löwdin method, atoms 1 to 8: C -0.122; C -0.270; C 0.044; C -0.137; C -0.116; C -0.070; C 0.014; H 0.141

=====

(3)
Formula: C19H28N2O3S
Source: the OMol25 dataset
Level of theory: ωB97M-V with the def2-TZVPD basis set

Atoms and positions in Å:
1 C -0.304 3.037 -3.734
2 C -0.144 1.554 -3.598
3 C -0.160 0.747 -4.727
4 C -0.013 -0.624 -4.625
5 C 0.131 -1.205 -3.381
6 C 0.147 -0.408 -2.242
7 N 0.249 -1.013 -0.963
8 C 1.399 -1.825 -0.626
9 C 2.400 -0.970 0.172
10 O 3.545 -0.793 -0.188
11 N 1.851 -0.437 1.270
12 C 2.540 0.525 2.103
13 C 1.914 0.571 3.498
14 C 0.422 0.781 3.442
15 C -0.426 -0.178 3.789
16 C -1.915 -0.050 3.748
17 C -2.354 1.404 3.610
18 C -1.515 2.079 2.532
19 C -0.057 2.130 2.981
20 S -1.166 -1.311 -0.178
21 C -1.950 -2.693 -1.055
22 O -0.822 -1.760 1.143
23 O -2.024 -0.173 -0.297
24 C 0.027 0.978 -2.334
25 C 0.082 1.833 -1.110
26 H -0.513 3.308 -4.765
27 H 0.605 3.550 -3.421
28 H -1.119 3.391 -3.105
29 H -0.287 1.199 -5.700
30 H -0.021 -1.240 -5.513
31 H 0.237 -2.276 -3.288
32 H 1.894 -2.201 -1.524
33 H 1.067 -2.658 -0.002
34 H 0.893 -0.665 1.517
35 H 3.594 0.237 2.155
36 H 2.492 1.515 1.632
37 H 2.127 -0.366 4.015
38 H 2.385 1.385 4.056
39 H -0.052 -1.143 4.106
40 H -2.348 -0.498 4.646
41 H -2.271 -0.628 2.889
42 H -3.414 1.451 3.353
43 H -2.212 1.924 4.561
44 H -1.599 1.501 1.609
45 H -1.880 3.090 2.339
46 H 0.571 2.493 2.164
47 H 0.049 2.843 3.807
48 H -1.272 -3.536 -1.045
49 H -2.863 -2.933 -0.528
50 H -2.165 -2.364 -2.063
51 H 0.753 2.677 -1.264
52 H -0.911 2.217 -0.879
53 H 0.423 1.252 -0.259

Calculated values
- HOMO level: -8.800 eV
- Structure (SMILES): Cc1cccc(N(CC(=O)NCCC2=CCCCC2)S(C)(=O)=O)c1C
- Gap between HOMO and LUMO: 0.339 Ha
- Charge: 0
- E_LUMO: 0.0151 Ha
- Multiplicity: 1

Atomic partial charges in e from the Löwdin method, atoms 1 to 8: C -0.042; C -0.219; C -0.039; C -0.071; C -0.033; C -0.226; N -0.204; C -0.076

=====

How do the records compare in energy relative to the best compared isomer or geometry (same formula, charge and spin)? In the order shown, they have 0.0, 453.1, 11.3 kcal/mol.